{"formula": "C6H15NO", "method": "ωB97M-V with the def2-TZVPD basis set", "elements": ["C", "C", "C", "C", "C", "C", "N", "H", "H", "H", "H", "H", "H", "H", "H", "H", "H", "H", "H", "H", "H", "H", "O"], "xyz": [[-0.76, -0.13, 2.15], [-0.28, 0.79, 1.04], [-0.27, -0.08, -0.37], [0.94, 0.18, -1.12], [2.05, -0.58, -0.81], [0.99, 1.29, -2.09], [-1.00, 1.98, 0.91], [-0.44, 0.29, 3.10], [-1.86, -0.16, 2.18], [-0.50, -1.19, 2.16], [0.78, 0.99, 1.17], [-0.36, -1.12, -0.06], [-1.21, 0.19, -0.86], [2.07, -1.31, -0.01], [3.02, -0.49, -1.26], [0.38, 0.99, -2.95], [1.98, 1.46, -2.51], [0.57, 2.23, -1.72], [-0.54, 2.77, 1.31], [-2.00, 1.99, 1.10], [-1.84, -3.44, -0.80], [-0.56, -2.94, -0.38], [-1.15, -3.67, -0.16]], "nbo_charge": [-0.63, 0.01, -0.43, 0.12, -0.16, -0.68, -0.68, 0.25, 0.23, 0.25, 0.22, 0.23, 0.26, 0.21, 0.22, 0.27, 0.25, 0.26, 0.40, 0.40, 0.47, 0.44, -0.90], "e_homo_ev": [-14.4378, -13.8609], "max_force_ha_per_bohr": 0.03133, "e_above_lowest_kj_mol": 174.2, "spin_multiplicity": 2, "total_charge": 1, "orbital_gap_ev": [10.91, 5.80]}